# C43H58F11N2P3SSbSeSiTi

A molecular structure, C43H58F11N2P3SSbSeSiTi (wB97M-V/def2-TZVPD, the OMol25 dataset).

```
122
Properties=species:S:1:pos:R:3:forces:R:3
Ti -0.815616 1.026028 1.172747 0.10 -0.04 0.22
C -1.215932 1.983079 -4.562368 0.01 -0.03 -0.01
C -1.592265 3.140297 -3.640365 -0.01 0.01 -0.02
C -1.249085 4.468763 -4.311751 0.03 0.01 -0.02
P -0.981276 2.812356 -1.911502 -0.03 -0.01 0.05
C -1.671983 4.222830 -0.896431 -0.05 0.04 0.07
C -0.916565 5.547638 -0.834267 -0.01 0.00 -0.02
C -3.148325 4.434076 -1.243653 0.01 0.00 -0.01
C 0.840999 3.001262 -1.962987 0.05 -0.01 0.01
C 1.499530 4.136058 -2.442756 -0.03 -0.03 0.04
C 2.884602 4.209693 -2.456198 0.00 0.00 0.00
C 3.629086 3.141846 -1.979671 0.00 -0.01 0.00
C 2.984827 2.008880 -1.500829 -0.04 0.02 -0.05
C 1.589297 1.906276 -1.483273 0.02 0.06 -0.05
Si 0.762677 0.288347 -0.849534 0.00 -0.09 -0.31
C 2.252162 -0.710479 -0.175179 0.01 -0.08 -0.05
C 3.057815 -1.497964 -1.005787 0.00 0.01 -0.01
C 4.091761 -2.272100 -0.502759 -0.01 0.00 -0.04
C 4.330634 -2.298164 0.862424 0.00 0.01 0.02
C 3.572656 -1.498131 1.701230 -0.04 -0.02 -0.02
C 2.559855 -0.686320 1.188442 0.09 -0.03 0.16
P 1.652229 0.526168 2.204181 -0.15 -0.10 -0.07
C 1.827271 -0.091684 3.957786 0.11 0.06 0.00
C 3.189193 0.182065 4.613056 -0.01 0.02 -0.01
C 0.734958 0.390496 4.916376 0.02 0.05 0.01
C 2.633061 2.088640 1.998534 0.01 0.00 -0.04
C 2.161428 3.186322 2.955023 0.05 0.01 0.02
C 4.156753 1.966824 1.977803 -0.02 -0.01 0.04
C 0.492291 -0.720341 -2.501608 0.01 0.03 -0.05
C 1.141772 -0.181907 -3.624727 -0.03 0.00 -0.01
C 1.281521 -0.863671 -4.824065 0.01 0.00 0.00
C 0.783117 -2.149178 -4.954963 -0.01 0.02 0.03
C 0.130506 -2.714253 -3.873747 0.00 0.06 0.01
C -0.030413 -2.018782 -2.670219 0.00 -0.02 0.00
P -0.974865 -2.890587 -1.374976 -0.03 0.10 0.03
C -2.670146 -3.205668 -2.099576 0.03 -0.03 -0.09
C -3.094750 -2.089034 -3.059217 -0.02 0.02 0.03
C -2.866133 -4.558877 -2.790576 -0.02 0.00 0.00
C -0.183274 -4.547774 -1.228772 0.01 -0.01 -0.03
C 1.308750 -4.404843 -0.940225 0.01 0.01 0.01
C -0.857383 -5.398142 -0.149698 -0.01 -0.02 0.02
H -1.725013 2.085552 -5.524991 0.00 0.00 0.02
H -1.476802 1.013905 -4.132583 0.00 0.02 0.00
H -0.141737 1.980005 -4.758675 0.00 0.01 0.00
H -2.676990 3.101840 -3.498265 -0.02 0.01 0.02
H -0.195570 4.499578 -4.597925 -0.04 -0.01 0.01
H -1.456140 5.328495 -3.676314 -0.02 0.00 -0.01
H -1.835588 4.582939 -5.228520 0.01 -0.01 0.02
H -1.660105 3.810787 0.114133 0.02 0.02 -0.12
H -0.924260 6.084849 -1.784875 0.01 0.00 0.01
H 0.120440 5.406884 -0.530828 0.00 -0.01 0.02
H -1.394643 6.193137 -0.091772 0.00 -0.02 -0.02
H -3.278433 4.934071 -2.206202 0.00 0.00 0.00
H -3.613280 5.058697 -0.477685 0.01 -0.02 -0.01
H -3.694048 3.487558 -1.271220 0.01 0.00 0.01
H 0.924490 4.979633 -2.798151 0.03 -0.01 0.01
H 3.377216 5.099130 -2.830824 -0.01 -0.02 0.01
H 4.712197 3.186216 -1.983080 -0.02 0.00 0.01
H 3.588651 1.184024 -1.141458 0.00 0.00 0.01
H 2.867643 -1.523223 -2.072226 -0.02 0.01 0.00
H 4.690436 -2.876665 -1.174397 -0.01 0.01 0.02
H 5.106410 -2.931714 1.274908 -0.02 0.01 -0.01
H 3.768408 -1.531968 2.762089 0.01 -0.01 -0.01
H 1.715708 -1.172871 3.830942 -0.04 -0.05 -0.01
H 3.295657 1.238676 4.857056 -0.02 0.01 0.01
H 4.044496 -0.098701 4.005929 0.02 0.01 -0.01
H 3.246403 -0.371708 5.553286 -0.01 -0.01 -0.02
H 0.755403 1.478713 5.020354 -0.02 -0.02 -0.02
H 0.931678 -0.026765 5.907653 -0.02 0.00 -0.03
H -0.258550 0.091954 4.601456 -0.01 -0.02 0.00
H 2.318019 2.389189 0.995714 0.02 0.00 0.03
H 2.289095 2.913973 4.003075 0.04 -0.01 0.00
H 1.116055 3.434898 2.786226 -0.01 0.00 0.02
H 2.752014 4.089037 2.780688 -0.03 0.00 -0.01
H 4.578437 1.884173 2.978945 -0.01 -0.01 0.01
H 4.572364 2.868764 1.521067 -0.01 -0.01 0.01
H 4.496991 1.113109 1.391884 0.00 -0.01 -0.02
H 1.572679 0.807939 -3.566837 0.00 0.00 0.04
H 1.796276 -0.387562 -5.650644 -0.02 -0.01 0.02
H 0.897674 -2.702693 -5.878711 0.00 0.01 0.02
H -0.260484 -3.720290 -3.966377 -0.01 0.00 -0.01
H -3.317382 -3.172540 -1.217762 0.01 0.00 0.06
H -2.570965 -2.179348 -4.011828 0.00 0.00 0.00
H -2.899844 -1.093361 -2.662005 0.01 -0.06 -0.03
H -4.166265 -2.179192 -3.265104 0.01 -0.01 -0.02
H -2.285263 -4.618520 -3.712357 0.02 0.00 -0.01
H -3.917623 -4.665347 -3.069786 0.02 0.01 0.00
H -2.605976 -5.411969 -2.166701 -0.02 0.04 -0.03
H -0.307871 -5.041632 -2.196571 -0.01 -0.02 -0.02
H 1.478836 -3.827153 -0.028537 -0.01 -0.01 -0.02
H 1.832124 -3.906748 -1.755332 -0.01 -0.01 0.00
H 1.752544 -5.394268 -0.802658 -0.01 0.02 0.01
H -0.591123 -5.032388 0.841780 0.01 0.01 0.02
H -0.506066 -6.429588 -0.229198 -0.01 0.01 0.00
H -1.947056 -5.403818 -0.213886 0.05 0.02 0.02
F 0.013904 2.613671 0.932727 0.10 -0.10 0.13
Sb -2.036001 3.193480 3.841336 0.06 -0.15 -0.09
F -1.290114 0.281171 2.787622 0.05 0.06 -0.10
F -2.288297 2.216342 1.653705 -0.16 0.14 -0.02
F -2.513918 3.914413 5.554365 -0.02 0.06 0.08
F -3.083162 4.505049 2.961515 -0.10 0.05 -0.01
F -3.419146 1.886566 4.056461 -0.10 0.01 -0.03
F -0.336933 -4.899070 6.576350 -0.01 0.05 -0.10
C -0.524473 -4.328681 5.385742 0.02 -0.07 0.13
C -1.781831 -3.888995 5.014665 -0.13 0.00 0.05
F -2.808508 -4.034923 5.857131 0.07 0.01 -0.06
C -1.963267 -3.301621 3.775458 -0.05 0.05 -0.02
F -3.198926 -2.888943 3.467936 0.04 -0.01 0.01
C -0.917567 -3.123294 2.878264 0.04 0.04 0.04
Se -1.217268 -2.207469 1.200849 0.04 0.00 0.14
C 0.324996 -3.591350 3.277784 0.04 -0.01 -0.05
F 1.383626 -3.484149 2.461405 -0.04 0.02 0.04
C 0.535227 -4.181177 4.510662 0.15 -0.04 0.00
F 1.753544 -4.608613 4.862410 -0.09 0.03 -0.03
N -4.098608 0.036955 1.871874 -0.01 0.16 -0.06
C -3.979242 -0.206235 0.583132 -0.05 -0.14 0.04
N -4.973210 -0.876945 -0.027644 0.01 0.01 -0.01
S -2.649412 0.247666 -0.400871 0.11 0.04 0.01
H -4.940884 -0.208774 2.365482 0.03 -0.05 0.03
H -3.451959 0.650326 2.355801 0.05 -0.01 0.00
H -5.815921 -1.134848 0.455135 -0.01 0.02 0.01
H -4.894710 -1.078328 -1.008108 0.02 0.00 0.00
```
Positions in Å, forces in eV/Å.

Values from the calculation:
* HOMO level (spin up / spin down): -7.10 / -7.49 eV
* ΔE to the lowest compared entry with this formula, charge and spin: 0.00 kJ/mol
* calculated total energy: -8084.545458 Eh
* 2S+1: 2
* charge: 0
* M: 1213.59 u
* <S²>: 0.756
* HOMO-LUMO gap (spin up / spin down): 7.16 / 6.33 eV